[1]
{"formula": "H33O16", "method": "the ωB97M-V functional and the def2-TZVPD basis", "species": ["O", "O", "O", "H", "H", "O", "O", "O", "H", "H", "H", "H", "O", "H", "H", "H", "O", "H", "H", "H", "H", "H", "H", "H", "H", "O", "H", "H", "H", "H", "O", "H", "H", "O", "O", "O", "H", "H", "H", "O", "H", "O", "H", "O", "H", "H", "H", "H", "H"], "xyz": [[-1.142, 2.431, -1.369], [-1.408, -1.560, -3.766], [1.412, 5.056, -1.413], [0.348, 2.492, -0.996], [-2.249, -4.620, -1.481], [-1.806, 1.571, -4.426], [0.493, -4.876, -1.847], [0.415, 4.610, 1.968], [-1.225, 3.376, -1.508], [1.367, -2.518, 1.956], [-3.358, -3.521, 0.541], [-4.130, -2.534, -0.441], [-2.688, -4.808, -0.667], [1.467, 3.593, -0.507], [-2.747, 1.462, -4.323], [-0.514, 4.854, 2.060], [4.348, -1.703, 1.417], [2.349, -2.069, 0.871], [2.250, 5.435, -1.718], [-2.279, -4.950, 0.181], [-0.274, 0.020, 4.927], [1.203, -5.481, -1.612], [0.477, 3.941, 2.658], [4.927, -1.691, 2.185], [1.205, 0.592, 4.779], [1.118, 2.712, -0.376], [-1.390, 0.934, -5.006], [1.102, 5.839, -0.934], [4.886, -2.048, 0.695], [-0.839, 0.750, 1.287], [0.529, 0.037, 4.406], [-0.265, -5.076, -1.286], [0.691, -0.988, 0.210], [-0.195, 1.450, 1.671], [-3.461, -2.590, 0.246], [0.059, -0.294, -0.097], [0.480, 0.762, 2.018], [-3.034, 0.114, 0.495], [3.339, 0.383, 1.815], [2.826, 1.023, 2.336], [-2.608, -1.178, 0.943], [-2.254, -0.260, 0.930], [-1.105, -2.238, -4.358], [1.415, -2.069, 1.106], [0.388, 1.699, 0.889], [-0.723, -0.904, -3.617], [-0.741, -0.771, -0.324], [2.446, 1.624, 1.706], [-1.105, 1.985, -2.225]], "molar_mass_g_mol": 289.2, "orbital_gap_ev": 10.8, "de_lowest_ev": 3.173, "lumo_ev": -2.26, "multiplicity": 1, "total_energy_ha": -1223.3591, "total_charge": 1}

=====

[2]
{"formula": "C37H35AuBr2N3O2S3Se", "method": "the ωB97M-V functional and the def2-TZVPD basis", "species": ["N", "C", "N", "C", "C", "C", "O", "H", "C", "H", "Br", "H", "H", "C", "C", "H", "C", "C", "C", "C", "H", "H", "H", "C", "C", "C", "C", "H", "H", "H", "C", "C", "H", "H", "H", "H", "C", "C", "H", "C", "C", "C", "Se", "H", "H", "H", "H", "C", "C", "H", "Au", "H", "H", "H", "C", "C", "C", "C", "H", "N", "C", "H", "H", "C", "H", "S", "C", "H", "C", "H", "C", "H", "C", "H", "C", "H", "Br", "S", "C", "O", "S", "H", "H", "C"], "xyz": [[-2.220, -0.699, -0.215], [6.755, 2.129, 1.847], [4.513, 2.311, -1.236], [3.863, 3.218, -3.170], [5.967, 1.305, 2.865], [4.198, -1.216, -1.596], [1.392, -0.359, 1.490], [2.505, 0.294, 3.590], [3.771, -2.463, 4.996], [7.298, 2.923, 2.368], [-6.497, -0.669, 2.947], [0.096, 4.841, -3.438], [2.831, 5.170, -0.668], [3.478, -1.136, 5.002], [-2.426, -1.973, -0.453], [5.184, 1.916, 3.319], [6.374, 3.252, -4.308], [2.660, -1.716, 2.909], [-4.882, 1.491, 2.078], [0.047, -3.113, 2.087], [-0.072, -5.913, 0.231], [2.105, 6.689, -0.153], [7.502, 1.494, 1.357], [5.273, 3.728, -5.011], [-3.486, -2.687, 0.126], [1.047, 4.807, -2.901], [2.981, -1.220, -0.863], [4.271, -0.963, -2.646], [7.100, 2.376, -2.473], [6.110, 1.140, -0.640], [2.033, -1.567, 1.519], [3.166, 2.551, -1.135], [4.643, 1.030, 0.358], [6.305, -1.635, -1.116], [2.860, 6.574, -1.751], [6.418, 3.507, 0.211], [-2.835, 1.403, 0.709], [-0.517, -4.369, 1.740], [3.145, 4.078, -5.013], [5.269, -1.549, -0.828], [3.997, 3.714, -4.456], [4.975, 2.736, -2.462], [2.153, 2.216, 0.323], [-1.730, -2.452, -1.133], [5.012, 3.262, 1.259], [5.488, 0.444, 2.399], [0.371, 5.017, -0.865], [-4.350, -2.043, 0.966], [-5.042, 0.131, 2.000], [1.803, 5.275, -3.539], [-0.148, 0.376, 0.210], [0.774, 2.918, -1.895], [-0.316, -2.489, 2.893], [-3.612, -3.737, -0.097], [6.241, 2.744, -3.020], [2.839, -0.711, 3.805], [5.303, 1.713, -0.180], [-4.184, -0.662, 1.212], [5.412, 4.122, -6.010], [2.769, 3.084, -2.337], [2.262, 6.034, -1.011], [-5.171, -2.573, 1.430], [2.014, -0.981, -1.285], [0.129, -4.964, 0.703], [3.705, -0.476, 5.828], [3.259, -3.215, 3.536], [0.919, 5.609, -1.602], [0.326, 6.503, -1.813], [5.858, 2.760, 0.783], [4.258, -3.052, 5.757], [-3.083, -0.026, 0.583], [-5.575, 2.088, 2.654], [-3.827, 2.107, 1.415], [7.352, 3.278, -4.770], [1.386, 3.331, -2.698], [-1.358, -4.806, 2.259], [-3.680, 3.999, 1.465], [1.435, -3.998, 0.140], [1.123, -2.781, 1.323], [-1.818, 1.945, 0.183], [4.804, -1.868, 0.795], [1.174, 2.773, -3.616], [6.621, 0.938, 3.657], [3.139, -1.559, 0.447]], "molar_mass_g_mol": 1085.6, "orbital_gap_ev": 6.5, "lumo_ev": 2.27, "multiplicity": 1, "total_energy_ha": -10625.4771, "total_charge": -1}

=====

[3]
{"formula": "C18H21ClN2", "method": "the ωB97M-V functional and the def2-TZVPD basis", "species": ["H", "H", "C", "H", "C", "C", "C", "C", "C", "C", "H", "H", "H", "C", "H", "H", "C", "H", "H", "C", "C", "N", "C", "H", "H", "H", "H", "C", "C", "C", "N", "H", "C", "H", "H", "C", "C", "H", "H", "Cl", "H", "H"], "xyz": [[3.769, 0.994, 3.642], [-0.067, 2.552, -3.140], [-2.635, 0.881, -0.718], [1.657, 2.348, 1.849], [-4.171, -2.024, 1.197], [0.633, -0.462, 1.113], [-0.135, -1.068, -0.085], [-4.006, -0.839, 0.445], [-1.243, 1.607, -0.848], [-3.031, -2.794, 1.468], [-1.423, 2.637, -1.232], [0.424, -1.057, 2.018], [-3.298, 1.610, -0.168], [2.591, 1.969, 1.461], [-3.038, 0.683, -1.718], [3.423, 2.556, 1.896], [3.147, 0.228, 3.125], [3.691, -0.705, 3.195], [2.612, 2.178, 0.410], [0.155, 1.507, -2.933], [0.992, -1.042, -2.343], [2.859, 0.549, 1.707], [0.964, 0.852, -3.842], [0.280, -2.061, -0.190], [1.386, -2.023, -2.130], [-0.788, 1.798, 0.115], [2.060, -0.920, -4.242], [2.140, -0.401, 0.845], [1.379, -0.437, -3.556], [-0.300, 0.886, -1.753], [-1.831, -2.452, 0.969], [-3.122, -3.653, 2.104], [0.187, -0.391, -1.421], [-5.145, -2.275, 1.634], [0.281, 0.542, 1.344], [-2.711, -0.453, 0.009], [-1.624, -1.322, 0.259], [2.379, -0.140, -0.171], [-4.884, -0.221, 0.257], [1.699, 1.661, -5.189], [2.552, -1.409, 0.957], [2.191, 0.114, 3.658]], "molar_mass_g_mol": 300.8, "orbital_gap_ev": 8.7, "lumo_ev": 0.75, "multiplicity": 1, "total_energy_ha": -1268.1854, "smiles": "CN(C)CC[C@@H]1c2ccc(Cl)cc2CCc2cccnc21"}

=====

[4]
{"formula": "C5H14N2O", "method": "the ωB97M-V functional and the def2-TZVPD basis", "species": ["H", "O", "H", "H", "H", "H", "H", "C", "H", "C", "H", "H", "N", "H", "N", "C", "H", "H", "H", "C", "C", "H"], "xyz": [[-1.635, 1.620, -2.332], [1.082, -2.144, 1.795], [1.123, -0.627, -0.621], [-0.596, -0.973, -0.281], [0.007, 1.569, 2.611], [0.789, 0.833, -3.368], [-1.323, 1.158, 1.651], [0.190, -0.223, -0.238], [1.500, 0.393, 1.346], [0.159, -1.079, 2.115], [-0.134, -0.587, -3.611], [-0.825, -1.473, 1.877], [-0.323, 1.291, 1.700], [0.198, -0.826, 3.172], [-0.138, 0.958, -1.039], [0.453, 0.125, 1.244], [-0.377, 1.721, -0.425], [-0.751, 0.897, -4.359], [-1.713, -0.090, -2.002], [-1.012, 0.741, -2.164], [-0.233, 0.493, -3.493], [1.615, -2.358, 2.572]], "molar_mass_g_mol": 118.2, "orbital_gap_ev": 9.1, "de_lowest_ev": 2.087, "lumo_ev": 0.84, "multiplicity": 1, "total_energy_ha": -383.6240, "smiles": "CCNC[C@@H](N)CO"}

=====

[5]
{"formula": "C4H9NO2S", "method": "the ωB97M-V functional and the def2-TZVPD basis", "species": ["C", "C", "H", "H", "C", "H", "H", "H", "C", "H", "H", "H", "H", "N", "S", "O", "O"], "xyz": [[-0.563, 0.395, -0.133], [1.749, -0.206, -0.450], [-2.377, -0.437, -1.042], [-2.620, 0.815, 0.024], [-1.941, -0.044, -0.185], [-1.587, -0.635, 1.771], [3.704, 0.048, 0.767], [2.490, -1.127, 1.194], [2.601, -0.172, 0.869], [-0.457, -2.251, -0.003], [2.163, -0.957, -1.070], [1.704, 0.868, -0.803], [2.041, 0.532, 1.507], [0.389, -0.580, -0.353], [-0.220, 2.025, -0.120], [-2.073, -1.090, 0.895], [0.155, -2.038, -0.716]], "molar_mass_g_mol": 135.2, "orbital_gap_ev": 8.8, "de_lowest_ev": 4.328, "lumo_ev": 0.09, "multiplicity": 1, "total_energy_ha": -761.1044, "smiles": "CCN(O)C(=S)CO"}

=====

[6]
{"formula": "C4H7NO", "method": "the ωB97M-V functional and the def2-TZVPD basis", "species": ["H", "H", "H", "H", "H", "H", "C", "C", "C", "H", "N", "C", "O"], "xyz": [[1.485, -1.297, 0.258], [0.034, 1.708, 0.153], [-1.791, 1.405, 0.225], [0.205, 0.218, -2.173], [-1.423, -0.220, 2.115], [0.396, 0.127, 2.051], [-0.562, 0.113, 1.542], [0.846, -0.736, -0.404], [1.073, -0.359, -1.725], [-1.106, -1.056, -0.214], [-0.446, -0.379, 0.153], [-0.785, 1.052, 0.431], [2.072, -0.576, -2.413]], "molar_mass_g_mol": 85.1, "orbital_gap_ev": 7.5, "de_lowest_ev": 4.133, "lumo_ev": 0.36, "multiplicity": 1, "total_energy_ha": -286.4798, "smiles": "[O-]/C=C/[NH+]1CC1"}

=====

[7]
{"formula": "C5H8Cl2", "method": "the ωB97M-V functional and the def2-TZVPD basis", "species": ["H", "C", "H", "H", "C", "Cl", "C", "H", "H", "C", "Cl", "H", "H", "C", "H"], "xyz": [[-1.866, -0.611, -2.070], [-0.001, -0.274, -0.183], [-1.703, 0.153, 0.908], [0.438, 0.255, 1.826], [-1.315, -0.128, -0.062], [1.602, -1.736, 1.389], [0.970, -0.101, 0.941], [2.684, 0.437, -0.251], [1.766, 1.807, 0.391], [2.139, 0.809, 0.613], [0.720, -0.738, -1.690], [2.819, 0.865, 1.459], [-3.055, -1.059, -0.837], [-2.329, -0.306, -1.137], [-2.868, 0.627, -1.297]], "molar_mass_g_mol": 139.0, "orbital_gap_ev": 10.3, "de_lowest_ev": 0.314, "lumo_ev": 0.82, "multiplicity": 1, "total_energy_ha": -1115.6935, "smiles": "C/C=C(\\Cl)[C@H](C)Cl"}

=====

[8]
{"formula": "C15H21NO4S", "method": "the ωB97M-V functional and the def2-TZVPD basis", "species": ["H", "C", "C", "O", "O", "H", "C", "C", "O", "C", "H", "C", "H", "H", "H", "H", "H", "N", "H", "C", "H", "H", "H", "C", "C", "C", "C", "O", "C", "C", "H", "H", "S", "H", "H", "H", "H", "C", "H", "H", "C", "H"], "xyz": [[-4.506, -1.619, 0.358], [-1.190, -1.071, -0.089], [-6.398, 0.127, 0.368], [4.455, -1.727, 0.182], [1.039, -1.311, -0.798], [3.311, 1.868, -1.599], [4.357, 1.723, -1.333], [0.028, -1.907, -0.145], [0.096, -3.018, 0.322], [-1.197, 0.332, -0.232], [1.959, 0.165, 0.442], [-3.598, -1.065, 0.192], [1.042, 2.611, -0.823], [-2.462, 2.073, -0.274], [2.727, 2.435, 0.857], [3.315, 0.570, 2.551], [2.654, -1.979, -1.851], [2.895, -0.155, 0.653], [4.715, 0.221, 1.514], [-3.605, 0.314, 0.031], [4.971, 2.112, -2.142], [-7.306, 0.720, 0.400], [5.711, 2.176, 0.266], [3.711, 0.651, 1.531], [3.741, 2.124, 1.121], [0.001, 2.351, -0.631], [2.293, -1.972, -0.819], [-0.006, 0.962, -0.387], [-2.410, 1.002, -0.171], [4.695, 2.441, -0.032], [2.179, -3.006, -0.472], [4.549, 0.658, -1.248], [-5.055, 1.310, 0.070], [-6.248, -0.371, 1.321], [-0.598, 2.606, -1.509], [4.047, 2.710, 1.990], [4.672, 3.521, -0.201], [3.336, -1.274, 0.062], [-0.360, 2.914, 0.235], [-2.357, -2.804, 0.260], [-2.393, -1.733, 0.136], [-6.452, -0.586, -0.450]], "molar_mass_g_mol": 311.4, "orbital_gap_ev": 8.9, "de_lowest_ev": 0.754, "lumo_ev": 0.40, "multiplicity": 1, "total_energy_ha": -1338.1055, "smiles": "CCCCNC(=O)COC(=O)c1ccc(SC)cc1OC"}